No. 1
{
  "formula": "C8H5F3NO",
  "method": "the ωB97M-V functional and the def2-TZVPD basis",
  "species": ["C", "C", "C", "C", "C", "C", "C", "C", "N", "O", "F", "F", "F", "H", "H", "H", "H", "H"],
  "xyz": [[-2.2057, -1.2800, 0.3938], [-1.6985, -0.5267, 1.4078], [-1.6345, -1.3148, -0.8609], [-0.6802, 0.4012, 1.1886], [-0.5081, -0.4434, -1.0968], [-0.0034, 0.3296, -0.1104], [1.2352, 1.1378, -0.1474], [2.4251, 0.1971, -0.4143], [1.3260, 2.3565, -0.0642], [1.1202, 3.4821, -0.0461], [2.1662, -0.3640, -1.6074], [2.3952, -0.8039, 0.4972], [3.6113, 0.8637, -0.4200], [-3.0384, -1.9024, 0.7698], [-2.1625, -0.6420, 2.3535], [-1.7581, -1.9984, -1.6256], [-0.5097, 1.1667, 1.8463], [-0.0801, -0.6593, -2.0640]],
  "e_lumo_ev": [-7.9, -7.9],
  "homo_lumo_gap_ev": [5.790, 5.787],
  "smiles": "O=[N+]=C(c1ccccc1)C(F)(F)F",
  "charge": 1
}


No. 2
{
  "formula": "C32H44CaN9O5S2",
  "method": "the ωB97M-V functional and the def2-TZVPD basis",
  "species": ["Ca", "C", "C", "C", "C", "C", "C", "C", "N", "N", "C", "C", "C", "C", "C", "C", "N", "C", "C", "C", "C", "C", "C", "N", "H", "H", "H", "H", "H", "H", "H", "H", "H", "H", "H", "H", "H", "H", "H", "H", "H", "H", "H", "H", "C", "N", "C", "C", "O", "N", "C", "N", "H", "H", "H", "H", "H", "H", "H", "O", "S", "C", "C", "C", "C", "H", "H", "H", "H", "H", "H", "H", "H", "C", "N", "C", "C", "N", "C", "H", "H", "H", "H", "H", "H", "C", "S", "O", "O", "O", "H", "H", "H"],
  "xyz": [[0.2683, 0.0045, 0.1874], [1.1442, -2.3490, -2.4124], [2.5194, -2.4835, -1.7421], [2.4136, -3.1183, -0.3845], [3.0822, -4.2942, -0.0667], [2.9786, -4.8050, 1.2165], [2.2235, -4.1136, 2.1488], [1.6046, -2.9411, 1.7494], [1.6778, -2.4519, 0.5123], [0.5616, -0.9902, -2.3040], [-0.8536, -1.0569, -2.7210], [-1.6791, -1.9874, -1.8585], [-2.7779, -2.6463, -2.3906], [-3.5212, -3.4815, -1.5726], [-3.1304, -3.6517, -0.2548], [-2.0201, -2.9558, 0.1907], [-1.3177, -2.1329, -0.5820], [1.3142, -0.1493, -3.2648], [0.9461, 1.2985, -3.4732], [1.8084, 2.3034, -3.0455], [1.6064, 3.5950, -3.5110], [0.5206, 3.8472, -4.3356], [-0.3303, 2.7913, -4.6436], [-0.1166, 1.5428, -4.2442], [0.4641, -3.0470, -1.9360], [1.2054, -2.6230, -3.4734], [2.9522, -1.4917, -1.5942], [3.2010, -3.0524, -2.3730], [3.6764, -4.7966, -0.8184], [3.4852, -5.7230, 1.4844], [2.1292, -4.4612, 3.1682], [1.0462, -2.3498, 2.4652], [-0.9311, -1.3776, -3.7689], [-1.2780, -0.0505, -2.6782], [-3.0356, -2.5127, -3.4334], [-4.3826, -4.0067, -1.9641], [-3.6682, -4.3086, 0.4146], [-1.6724, -3.0668, 1.2144], [1.2300, -0.6145, -4.2565], [2.3581, -0.1715, -2.9637], [2.6396, 2.0570, -2.3969], [2.2976, 4.3862, -3.2474], [0.3336, 4.8330, -4.7404], [-1.2038, 2.9515, -5.2659], [-3.3294, 4.7873, 0.3283], [-2.8161, 3.4838, -0.0299], [-3.2523, 2.2398, 0.5682], [-2.2476, 1.2866, -0.0349], [-2.1180, 0.1013, 0.2740], [-1.4248, 1.9254, -0.8976], [-1.7592, 3.2245, -0.8046], [-1.0702, 4.1840, -1.4156], [-4.3516, 4.6735, 0.6810], [-3.3553, 5.4455, -0.5407], [-2.7377, 5.2502, 1.1214], [-4.2785, 1.9831, 0.2967], [-3.1552, 2.2132, 1.6556], [-0.3608, 3.9128, -2.0792], [-1.3716, 5.1406, -1.3890], [-3.1699, 0.6390, 3.3612], [-2.9709, -0.8327, 3.1604], [-3.5123, -1.6532, 4.7031], [-2.2938, -1.8377, 5.5963], [-1.1573, -2.2066, 4.6479], [-1.2058, -1.1626, 3.5404], [-3.9460, -2.6119, 4.4111], [-4.2950, -1.0203, 5.1169], [-2.4658, -2.6031, 6.3526], [-2.0603, -0.9043, 6.1120], [-1.3239, -3.2082, 4.2406], [-0.1847, -2.2072, 5.1417], [-0.6754, -1.4654, 2.6393], [-0.8157, -0.2004, 3.8757], [2.2613, 4.8556, 2.4137], [1.1577, 3.9122, 2.3567], [0.2976, 3.5795, 3.3738], [-0.4474, 2.5346, 2.9159], [-0.0547, 2.2182, 1.6315], [0.9053, 3.0724, 1.3391], [2.2109, 5.4005, 3.3522], [2.1971, 5.5658, 1.5911], [3.2019, 4.3107, 2.3554], [0.2972, 4.1054, 4.3127], [-1.2599, 2.0156, 3.4027], [1.4637, 3.0992, 0.4174], [4.4225, -0.4214, 0.9863], [3.0279, 0.6593, 1.0867], [3.5277, 1.8927, 1.6413], [2.4866, 0.7997, -0.2932], [1.9872, -0.0122, 1.8856], [5.1325, 0.0148, 0.2874], [4.0968, -1.4032, 0.6568], [4.8609, -0.4765, 1.9803]],
  "e_lumo_ev": -1.6,
  "homo_lumo_gap_ev": 9.346,
  "charge": 1
}


No. 3
{
  "formula": "C40H41BCdFN13O9",
  "method": "the ωB97M-V functional and the def2-TZVPD basis",
  "species": ["Cd", "C", "C", "C", "C", "N", "N", "B", "N", "C", "C", "C", "C", "N", "N", "C", "C", "C", "C", "N", "N", "C", "C", "C", "C", "N", "H", "H", "H", "H", "H", "H", "H", "H", "H", "H", "H", "H", "H", "H", "H", "H", "H", "H", "H", "H", "F", "C", "C", "C", "C", "O", "C", "C", "N", "C", "C", "C", "C", "C", "C", "N", "C", "C", "N", "C", "C", "C", "O", "O", "H", "H", "H", "H", "H", "H", "H", "H", "H", "H", "H", "H", "H", "H", "H", "H", "H", "H", "O", "C", "O", "C", "C", "C", "C", "C", "C", "N", "O", "O", "N", "O", "O", "H", "H", "H"],
  "xyz": [[-0.6495, 1.9078, 0.4747], [1.2504, 4.7376, 0.1908], [-0.0030, 4.9385, 0.9814], [-0.5344, 6.1127, 1.5318], [-1.7255, 5.7247, 2.0989], [-1.8818, 4.4057, 1.9146], [-0.8126, 3.9206, 1.2411], [-3.0959, 3.5057, 2.0700], [-2.6740, 2.1447, 2.6568], [-3.4711, 1.0781, 2.9429], [-2.7760, 0.2435, 3.7705], [-1.5309, 0.8843, 3.9619], [-0.3640, 0.4201, 4.7782], [-1.4737, 2.0251, 3.3046], [-3.6399, 3.3224, 0.5597], [-4.6547, 2.4575, 0.0453], [-4.8834, 2.7843, -1.2439], [-4.0073, 3.8648, -1.4919], [-3.7481, 4.6267, -2.7039], [-3.2685, 4.1549, -0.3266], [-4.2650, 4.1033, 2.8495], [-4.3570, 4.9543, 3.8961], [-5.6654, 4.9719, 4.3067], [-6.3280, 4.0750, 3.4459], [-7.7656, 3.6562, 3.4663], [-5.4786, 3.5470, 2.5761], [1.9588, 5.5399, 0.3887], [1.0208, 4.7311, -0.8768], [1.7198, 3.7846, 0.4362], [-0.1129, 7.1041, 1.4996], [-2.4800, 6.3238, 2.5731], [-4.4808, 1.0129, 2.5721], [-3.0988, -0.7054, 4.1717], [-0.3965, -0.6598, 4.9231], [-0.3613, 0.8932, 5.7620], [0.5710, 0.6853, 4.2830], [-5.0979, 1.7057, 0.6735], [-5.5787, 2.3283, -1.9283], [-4.6258, 4.6973, -3.3446], [-2.9601, 4.0869, -3.2648], [-3.3319, 5.6044, -2.4673], [-3.5011, 5.4658, 4.3014], [-6.0921, 5.5414, 5.1182], [-8.3800, 4.3996, 3.9720], [-7.8800, 2.7084, 3.9958], [-8.1432, 3.5199, 2.4529], [0.7715, -4.3890, 0.4986], [0.8190, -3.5759, -0.5794], [0.0379, -2.4632, -0.6030], [0.0374, -1.6393, -1.7226], [-0.7139, -0.3860, -1.6581], [-1.3978, -0.1451, -0.6541], [-0.5418, 0.4888, -2.7802], [0.0929, 0.0312, -3.8838], [0.7600, -1.1604, -3.9566], [1.4223, -1.5723, -5.1730], [2.9186, -1.4623, -5.2767], [2.0331, -0.5534, -6.0762], [0.8014, -1.9841, -2.8390], [1.6273, -3.1157, -2.7777], [1.6695, -3.9082, -1.6393], [2.5857, -4.9786, -1.5330], [3.0298, -5.4793, -0.2373], [4.4396, -6.0787, -0.4118], [5.0263, -5.4934, -1.6650], [4.3105, -6.0226, -2.8800], [2.7923, -5.9297, -2.6041], [-1.0467, 1.9125, -2.7559], [-1.4780, 2.3988, -3.7997], [-0.8760, 2.5195, -1.6440], [-0.6028, -2.2077, 0.2347], [0.1125, 0.6504, -4.7700], [0.9547, -2.4307, -5.6408], [3.4598, -2.2468, -5.7906], [3.4355, -1.0241, -4.4318], [1.9362, -0.7260, -7.1385], [2.0016, 0.4885, -5.7899], [2.2801, -3.3462, -3.6103], [2.3712, -6.2414, 0.1827], [3.0745, -4.6562, 0.4689], [4.4284, -7.1581, -0.5409], [5.0844, -5.8316, 0.4264], [6.0263, -5.6709, -1.7269], [4.8813, -4.4828, -1.6240], [4.6365, -7.0501, -3.0267], [4.6223, -5.4268, -3.7343], [2.4041, -6.9156, -2.3259], [2.2666, -5.6139, -3.4990], [1.5469, 1.1378, 0.3633], [1.2355, 0.2237, 1.1740], [0.0829, 0.0676, 1.6493], [2.2911, -0.8119, 1.4710], [1.9890, -1.9143, 2.2580], [2.8959, -2.9550, 2.3245], [4.0796, -2.9519, 1.6232], [4.3624, -1.8251, 0.8861], [3.5120, -0.7400, 0.8149], [5.5756, -1.8429, 0.0453], [6.1462, -0.7993, -0.1513], [5.9080, -2.9257, -0.4243], [2.5479, -4.1795, 3.0772], [3.1846, -5.1902, 2.8168], [1.6504, -4.1124, 3.8802], [1.0475, -1.9614, 2.7886], [4.7518, -3.7957, 1.6510], [3.7535, 0.1176, 0.2018]],
  "e_lumo_ev": [-3.4, -4.7],
  "multiplicity": 2,
  "homo_lumo_gap_ev": [6.952, 5.654],
  "charge": 1
}


No. 4
{
  "formula": "C7H6ClNO",
  "method": "the ωB97M-V functional and the def2-TZVPD basis",
  "species": ["C", "C", "C", "C", "C", "C", "C", "H", "H", "H", "H", "H", "H", "N", "O", "Cl"],
  "xyz": [[-2.0061, -0.3635, 0.8713], [-0.9857, 0.0667, 1.6501], [0.2182, 0.4442, 1.1285], [0.3458, 0.2913, -0.2739], [2.6513, -0.1795, -0.9289], [-0.7333, -0.1563, -1.0713], [-1.9425, -0.4273, -0.4896], [-1.2320, -0.0160, 2.7422], [1.0154, 0.6348, 1.6410], [1.5761, 1.7653, -1.1016], [3.5876, 0.2634, -1.3390], [-0.3714, 0.0514, -2.0058], [-2.7831, -0.8785, -0.9612], [1.6018, 0.6256, -0.8529], [2.6628, -1.3478, -0.5823], [-3.6049, -0.7736, 1.5734]],
  "e_lumo_ev": 0.4,
  "homo_lumo_gap_ev": 9.896,
  "smiles": "O=CNc1ccc(Cl)cc1"
}